Record 1
47
Properties=species:S:1:pos:R:3:forces:R:3:nbo_charge:R:1 method="wB97M-V/def2-TZVPD" gap_ev=5.516 lumo_ha=0.07702 homo_energy_ha=-0.126 charge=-1
C -0.363 0.558 -1.234 -2.900 -0.020 3.515 -0.212
C -4.148 2.259 4.476 0.720 -0.064 -0.597 0.765
N -3.918 2.365 5.797 0.687 0.095 1.425 -0.844
H 1.582 0.086 0.948 1.744 -1.096 -0.796 0.243
F -1.641 4.327 -1.679 3.756 -2.807 0.219 -0.351
H -3.128 0.496 2.360 1.704 0.540 -2.395 0.259
F 0.110 2.950 -2.788 -2.331 1.946 3.867 -0.354
H 3.479 -0.196 1.031 -2.012 -0.489 -1.344 0.215
H -5.663 2.246 3.143 0.070 0.027 0.370 0.413
H 2.502 -0.161 -0.679 0.186 -0.649 2.446 0.256
N -5.446 2.322 4.128 -1.363 0.031 -0.816 -0.846
H 1.576 -2.395 3.050 1.942 -0.975 -1.108 0.229
H 3.104 1.711 -5.138 -0.266 -0.290 -0.154 0.408
C -1.802 -0.877 0.876 1.223 4.172 -2.337 -0.191
N 0.501 -2.938 0.243 0.528 3.046 -3.624 -1.191
F 0.547 4.021 -0.698 -3.354 -1.412 -2.705 -0.360
N 2.544 0.972 -5.543 0.818 1.437 -0.753 -0.849
C 2.508 -2.865 2.472 -1.013 0.395 0.970 -1.132
H -2.954 2.323 6.101 -0.376 0.004 -0.116 0.413
C 2.477 -0.501 0.464 0.180 1.501 -0.276 -1.177
H -6.198 2.438 4.786 0.170 -0.038 -0.136 0.383
H 2.341 0.996 -6.528 0.017 -0.014 0.228 0.378
F -1.260 -3.082 -1.397 2.055 1.778 0.022 -0.431
H -1.996 -1.926 1.357 0.469 2.343 -1.047 0.263
F 0.803 -2.060 -2.108 -2.153 0.020 1.612 -0.416
H 1.147 -0.959 -6.284 0.048 0.042 0.226 0.376
O -3.252 2.117 3.659 -0.213 0.269 0.351 -0.656
C -2.433 0.539 1.411 3.161 -1.244 -3.763 -0.244
H 4.618 -2.848 -0.142 -2.095 -0.883 -0.596 0.206
H 0.378 0.468 -2.146 -1.632 0.261 2.128 0.289
C 3.546 -3.258 -0.471 1.605 0.147 -0.665 -1.153
C 2.111 0.007 -4.712 0.051 -0.266 1.170 0.764
C -2.001 1.918 0.610 0.960 -2.172 -0.932 -0.222
H 3.428 -2.922 -1.602 0.150 -1.012 2.241 0.245
C -0.998 1.972 -0.693 -0.616 -3.599 1.219 -0.177
C -0.791 -0.813 -0.420 -0.614 2.461 -0.338 -0.041
O 2.370 -0.002 -3.519 0.067 0.212 -0.224 -0.651
H 3.462 -2.339 2.900 -1.593 -1.289 -0.712 0.213
H 1.026 -1.694 -4.713 0.055 0.222 -0.049 0.429
H 3.562 -4.424 -0.325 -0.112 2.215 -0.540 0.225
C -0.102 -2.224 -0.947 0.134 -1.906 4.446 0.764
H -4.643 2.483 6.485 0.148 -0.036 -0.155 0.382
H -2.446 2.928 1.001 0.991 -2.188 -0.817 0.229
Si 2.181 -2.400 0.591 -1.551 -0.679 0.223 1.795
H 2.451 -4.019 2.666 0.418 2.154 -0.268 0.225
N 1.371 -0.949 -5.303 -0.783 -1.216 -0.309 -0.849
C -0.540 3.349 -1.488 0.921 -0.972 0.894 0.980

---

Record 2
44
Properties=species:S:1:pos:R:3:forces:R:3:nbo_charge:R:1 method="wB97M-V/def2-TZVPD" gap_ev=6.149 lumo_ha=0.08326 homo_energy_ha=-0.143 charge=-1 de_lowest_kcal_mol=8.2
H -4.149 1.342 6.137 0.222 0.166 -0.322 0.182
N -2.365 -3.028 2.648 -0.584 0.321 -0.711 -0.458
H -0.266 -4.514 3.625 -0.228 -0.199 -0.247 0.168
S -4.239 -1.108 2.686 -0.275 -0.142 0.066 -0.300
C -3.598 4.595 -1.483 0.032 -0.311 0.446 -0.257
H -2.455 1.576 2.922 0.219 -0.127 -0.173 0.258
H -4.683 4.540 -1.561 0.060 0.015 -0.037 0.183
O -1.070 4.191 -0.775 -0.887 -0.067 0.072 -0.635
H 1.539 1.136 1.959 -0.196 0.278 0.286 0.210
C -2.303 -0.260 6.575 0.097 -0.209 0.205 -0.412
H -2.680 -4.865 4.630 0.024 -0.168 -0.338 0.163
H 1.595 2.613 2.982 -0.086 -0.341 -0.175 0.204
N -1.783 2.916 1.107 -0.681 0.031 -0.278 -0.380
H -0.446 -2.864 1.829 -0.226 -0.332 -0.041 0.256
C -2.700 -1.700 2.385 -0.039 -0.518 0.039 -0.093
C -3.720 1.109 5.149 -0.478 -0.005 -0.178 -0.415
O -0.228 0.150 4.911 -1.108 0.284 -0.114 -0.660
H -3.282 5.633 -1.352 0.026 -0.135 0.033 0.182
H 1.166 1.024 3.702 0.181 0.254 -0.358 0.256
S -1.510 -0.681 1.739 0.235 0.268 0.074 -0.084
C -3.470 -3.977 2.828 0.470 -0.306 0.216 -0.265
H -4.405 0.392 4.658 0.329 0.425 0.148 0.229
O -3.272 3.801 -0.320 0.291 0.554 -0.713 -0.497
C 1.069 1.658 2.813 0.522 -0.219 0.518 -0.656
N -0.576 2.703 1.469 -0.588 0.390 -0.634 -0.134
C -0.378 1.909 2.554 -1.082 -0.204 0.643 0.043
H -2.898 -1.186 6.505 0.201 0.169 -0.050 0.191
O -1.807 -5.776 2.947 0.001 0.582 0.182 -0.544
C -2.934 -5.176 3.597 0.203 -0.195 -0.097 -0.073
H -3.659 2.029 4.546 -0.048 -0.408 0.278 0.214
H -4.277 -3.478 3.382 0.290 -0.247 -0.294 0.253
H -3.840 -4.332 1.845 0.004 0.295 0.238 0.179
H -1.247 -0.495 6.737 -0.316 -0.029 0.043 0.247
H -1.569 -3.955 0.913 0.097 0.313 0.223 0.177
C -1.321 0.616 4.542 1.257 -1.164 0.623 0.638
C -1.944 3.700 -0.089 1.408 -0.625 1.111 0.847
N -2.414 0.512 5.363 0.061 0.423 -0.424 -0.428
H -0.049 -5.429 2.083 0.097 0.313 0.130 0.186
C -1.237 -3.619 1.916 -0.186 -0.392 0.310 -0.263
C -1.460 1.245 3.203 0.696 1.295 -1.112 -0.190
C -0.752 -4.842 2.684 -0.116 -0.199 0.130 -0.073
H -3.668 -5.988 3.616 -0.066 0.249 0.202 0.184
H -2.705 0.323 7.414 0.175 -0.079 -0.050 0.178
H -3.127 4.192 -2.382 -0.010 -0.001 0.128 0.190

---

Record 3
42
Properties=species:S:1:pos:R:3:forces:R:3:nbo_charge:R:1 method="wB97M-V/def2-TZVPD" gap_ev=11.925 lumo_ha=0.01992 smiles="COC(=O)OC.CC#N.CC#N.CC#N.CC#N.CC#N" homo_energy_ha=-0.418 de_lowest_kcal_mol=74.4
H 2.559 4.188 -0.686 0.179 -0.068 0.083 0.265
N -0.287 -3.141 -1.240 0.176 0.100 0.026 -0.412
H 0.349 -0.146 -2.026 -0.146 -0.104 0.148 0.283
N 1.046 2.931 -3.696 -0.266 -0.055 0.205 -0.355
H 0.684 -6.509 1.393 -0.200 -0.124 -0.246 0.253
C -0.050 -2.197 -1.852 -0.178 -0.246 0.036 0.347
H -0.210 1.832 3.659 0.186 0.156 0.006 0.206
O 0.648 0.834 2.125 -0.192 -0.378 0.102 -0.515
H -3.518 -1.804 0.777 0.078 -0.050 0.116 0.258
H 0.880 3.716 -0.460 0.104 -0.133 -0.020 0.257
C 0.717 -5.548 0.882 0.685 -0.104 0.274 -0.729
H 2.504 -1.055 2.174 0.012 -0.010 -0.023 0.190
C -0.303 1.808 2.579 -0.272 -0.130 -0.009 -0.251
C -2.853 -0.630 -0.803 0.200 -0.053 0.256 0.327
H 2.113 2.924 0.532 0.195 -0.079 -0.200 0.250
H 1.774 -5.270 0.853 -0.084 0.091 -0.093 0.250
H -1.754 -1.823 0.546 0.010 -0.038 -0.022 0.276
H -0.692 -0.814 -3.279 -0.029 -0.090 -0.024 0.270
C -1.305 2.929 -2.600 -0.389 -0.138 0.710 -0.746
H 1.068 -1.116 -3.283 -0.099 -0.235 -0.033 0.256
C 0.179 -1.017 -2.660 0.319 0.587 -0.162 -0.748
C 0.002 2.924 -3.213 0.585 0.103 -0.442 0.298
C 1.727 -1.461 1.529 0.017 -0.045 0.458 -0.257
H 2.078 -2.351 1.019 0.059 0.080 -0.178 0.198
N -0.564 -3.850 2.372 0.061 0.006 -0.103 -0.378
H 0.852 -1.726 2.117 0.072 -0.029 0.048 0.210
C 1.834 3.858 0.051 -0.584 0.269 0.169 -0.719
C -2.646 -1.201 0.525 -0.246 0.102 -0.193 -0.726
H -2.004 2.283 -3.126 0.017 0.020 -0.090 0.274
N -3.013 -0.148 -1.831 -0.020 0.070 -0.265 -0.383
H -1.708 3.937 -2.520 0.038 0.049 -0.218 0.252
O -0.204 0.986 0.050 -0.211 0.020 -0.108 -0.652
C 1.625 4.858 1.100 0.010 0.356 0.450 0.285
H 0.347 -5.584 -0.136 -0.204 -0.037 0.014 0.278
C 0.001 -4.584 1.692 -0.341 0.223 0.123 0.327
H -0.101 2.772 2.122 0.017 0.079 0.109 0.198
O 1.364 -0.511 0.520 -0.248 -0.242 -0.292 -0.508
H -1.213 2.540 -1.582 -0.019 -0.093 -0.077 0.276
H -2.556 -0.381 1.234 0.026 -0.056 0.092 0.245
C 0.516 0.452 0.853 0.503 0.618 0.018 0.999
H -1.318 1.496 2.332 0.076 0.013 -0.115 0.189
N 1.432 5.600 1.961 0.106 -0.405 -0.528 -0.339

---

Record 4
36
Properties=species:S:1:pos:R:3:forces:R:3:nbo_charge:R:1 method="wB97M-V/def2-TZVPD" gap_ev=9.443 lumo_ha=0.02890 smiles="CCN(C)C(C)=O.CCc1ccccc1" homo_energy_ha=-0.318 de_lowest_kcal_mol=58.7
N 3.522 -0.975 -0.696 0.296 1.138 -1.883 -0.441
H 1.126 -1.136 -1.834 0.200 -1.206 0.838 0.271
H -4.265 0.462 2.488 0.058 -0.005 0.118 0.210
C 3.310 -1.097 -2.167 -1.963 -0.566 -0.015 -0.224
C -3.652 1.047 1.815 -0.146 0.289 -0.017 -0.222
C 3.364 0.539 1.156 2.414 1.916 1.516 -0.755
H -3.412 2.614 3.230 0.202 0.217 -0.017 0.212
C -3.500 -0.947 0.296 0.506 -0.791 -0.824 -0.432
H 4.241 1.161 0.894 0.384 -0.973 -0.503 0.215
C 4.980 -0.958 -0.494 -0.279 -1.151 0.575 -0.417
H 1.651 -2.405 -3.061 0.283 -0.466 0.449 0.213
H 3.909 -1.871 -2.636 0.695 0.130 0.529 0.208
H 5.580 -0.202 -1.006 -0.411 0.113 -0.332 0.189
H -1.824 3.933 1.520 -0.437 0.111 0.963 0.213
H -3.307 -1.214 -0.756 -1.104 0.710 -0.315 0.212
H 5.211 -1.964 -0.850 0.757 0.237 -0.093 0.207
H 1.503 -0.694 -3.242 0.606 -0.403 -0.648 0.210
H -4.556 -1.879 1.936 -0.391 0.596 0.166 0.206
H -1.724 3.141 -0.728 0.471 0.242 0.437 0.206
C 2.680 -0.066 -0.048 -0.177 -0.795 3.110 0.684
H -4.769 -2.657 0.465 -0.426 0.190 -0.343 0.213
H 3.516 -0.135 -2.639 0.392 -0.038 0.047 0.183
O 1.469 -0.010 -0.096 0.101 0.284 -1.345 -0.573
H 3.064 1.306 1.885 -2.191 -0.200 -0.838 0.251
H 5.269 -0.935 0.549 -0.194 0.027 0.143 0.214
H -2.558 -1.453 0.573 -0.238 0.309 1.127 0.221
H 3.695 -0.190 1.903 0.223 -0.497 -0.686 0.235
C 1.868 -1.478 -2.549 -1.151 2.447 -0.870 -0.670
C -3.153 2.285 2.233 -0.143 -0.594 0.063 -0.198
C -2.143 2.539 0.068 -0.813 -0.917 0.132 -0.191
H -2.430 1.143 -1.383 -0.213 -1.130 0.097 0.212
C -3.373 0.529 0.559 1.313 -0.978 -0.161 -0.015
C -2.336 2.988 1.376 0.578 0.843 -1.440 -0.233
C -2.617 1.291 -0.326 -0.093 1.840 -0.101 -0.211
C -4.723 -1.647 0.882 1.155 -0.725 -0.073 -0.615
H -5.615 -1.064 0.683 -0.261 -0.204 0.194 0.212

---

Record 5
69
Properties=species:S:1:pos:R:3:forces:R:3:nbo_charge:R:1 method="wB97M-V/def2-TZVPD" gap_ev=1.274 lumo_ha=-0.18500 homo_energy_ha=-0.232
O -7.157 -0.815 -0.387 1.160 1.219 -0.381 -0.984
C -0.552 -5.432 -3.609 2.575 -3.237 -2.886 0.683
H 2.382 0.338 0.652 -0.274 -2.274 1.412 0.241
H 3.317 -1.118 1.531 -2.400 1.126 -0.477 0.265
O -3.902 -7.915 -0.021 0.359 0.886 -1.052 -0.565
F -4.718 0.955 0.358 -0.422 0.030 -0.640 -0.359
C 1.558 -1.747 0.225 1.191 0.588 -1.267 -0.179
H -1.183 0.812 -0.656 -0.392 -0.743 0.989 0.403
O -6.995 0.101 -2.656 1.065 0.499 1.395 -0.976
H -0.889 -3.016 0.656 -1.596 1.095 -3.802 0.193
N 1.593 2.531 3.014 -1.434 -1.219 4.713 -0.312
H 0.405 0.240 2.459 1.942 -1.161 0.299 0.244
H 1.273 -2.754 0.798 0.978 1.403 -1.296 -0.012
C -0.934 -4.259 -2.866 -0.535 3.109 1.845 0.730
O 0.391 -5.519 -4.378 -2.098 0.364 -0.325 -0.508
C -3.575 -7.211 -0.963 1.976 -1.689 3.595 0.661
O -0.017 4.097 1.296 3.563 1.811 2.210 -0.807
H 3.143 4.522 0.232 -4.305 1.286 0.710 0.403
N 1.633 5.829 -2.394 1.885 -0.251 1.041 -0.864
H 6.484 -0.359 1.371 -0.279 0.134 -0.067 0.486
B 1.439 3.883 1.165 -0.139 -2.550 -1.688 1.249
B -2.373 -5.925 -2.372 0.200 -0.280 -0.710 1.136
H 2.226 2.020 5.027 0.543 -0.440 -2.573 0.255
H -0.128 4.792 2.025 -2.678 -3.003 -3.363 0.408
Na 1.006 5.540 2.771 2.138 2.631 2.092 0.950
C -0.889 -1.144 0.099 -1.603 0.843 -0.310 0.669
O -5.601 -7.094 -2.191 1.662 0.233 0.419 -0.534
O -0.578 5.533 -2.080 0.291 -0.022 0.333 -0.661
H 1.998 -0.317 4.837 0.771 1.182 -2.238 0.230
C 0.351 5.864 -2.799 -1.365 -0.085 -0.243 0.764
Na 4.728 4.148 0.161 2.415 -0.889 0.515 0.945
O 5.651 0.048 1.090 0.080 0.209 -0.075 -0.976
H 2.420 -2.072 -0.534 -2.095 0.391 1.716 0.307
O -2.346 -6.703 -1.130 -0.980 -0.266 0.370 -0.653
O -3.735 -6.033 -2.904 -0.313 -0.663 0.986 -0.627
H -1.610 0.607 1.013 -0.537 -0.403 -1.178 0.388
O -5.174 -1.273 -1.756 -0.322 1.613 0.693 -0.980
O -2.017 -4.524 -2.121 1.086 0.455 -0.274 -0.662
C 2.241 -0.676 1.261 -0.323 -0.268 -0.558 -0.452
C 2.526 1.739 3.906 1.375 0.110 1.316 -0.171
N 0.177 6.295 -4.062 -0.486 0.327 -0.870 -0.830
H 1.809 5.511 -1.449 -0.263 0.286 -0.611 0.387
N -1.510 -2.183 0.748 3.011 2.548 -0.567 -0.738
C 4.112 2.248 3.767 7.178 -0.021 0.007 0.703
H 1.378 3.456 3.461 0.875 -1.410 -0.126 0.272
O 5.277 1.343 4.021 -7.399 4.021 -1.574 -0.757
H 0.968 -1.485 2.976 0.780 1.847 -0.250 0.048
H 0.929 6.573 -4.669 -0.164 -0.069 0.080 0.390
O -1.392 -6.439 -3.334 0.126 0.925 0.226 -0.643
H 0.375 -1.649 -1.563 -0.392 -0.312 0.496 0.494
O 2.063 2.678 1.763 0.156 4.614 -4.686 -0.566
C 2.381 0.110 3.791 -0.370 -1.128 0.390 -0.432
H 3.418 -0.441 3.604 -2.045 1.721 0.453 0.282
C -4.426 -6.800 -2.049 -3.490 0.981 -3.350 0.648
F -4.573 1.772 -1.665 -0.610 -0.552 0.612 -0.347
H 5.478 0.718 1.768 0.122 -0.248 0.470 0.489
O 2.208 4.894 0.375 0.638 -3.333 1.794 -0.875
F 1.252 -5.354 -2.337 0.453 0.243 2.154 -0.756
O 4.449 3.523 3.447 -3.116 -4.480 0.524 -0.815
N -1.638 0.196 0.054 3.040 -3.123 0.451 -0.760
H 2.412 6.098 -2.971 -0.218 0.008 -0.021 0.386
O -0.373 -3.176 -2.895 -0.550 -0.147 0.312 -0.654
N 0.437 -1.193 -0.627 -1.043 -0.638 2.221 -0.716
F -6.342 2.179 -0.445 0.678 -0.923 -0.290 -0.341
C -5.447 1.195 -0.778 0.211 1.119 0.219 0.685
H -0.773 6.337 -4.407 0.315 -0.039 0.068 0.425
Ca -0.134 -3.338 2.185 0.106 -0.928 2.322 1.756
C 1.362 -0.417 2.619 0.848 -0.249 -0.308 -0.370
S -6.269 -0.340 -1.457 -1.556 -2.818 -1.392 2.304